A 2-piece molecular cluster, C5H14 overall. Source: the Open Molecules 2025 dataset; level of theory: ωB97M-V with the def2-TZVPD basis set.

HOMO level: -10.862 eV
spin multiplicity: 1
strongest force on any atom: 2.7 eV/Å
E_LUMO: 1.11 eV
energy relative to the best compared isomer or geometry (same formula, charge and spin): 15.8 kcal per mole
SMILES: CCC.CC
total charge: 0

Geometry (Å):
C1 0.770 -1.645 -0.309
C2 2.602 0.216 0.213
C3 -3.120 1.252 -0.223
C4 -1.575 0.802 -0.260
C5 1.490 -0.709 0.645
H1 -3.705 0.885 0.619
H2 0.765 -1.277 -1.342
H3 2.956 0.685 1.116
H4 -0.268 -1.763 0.060
H5 -3.484 0.899 -1.183
H6 2.253 0.910 -0.545
H7 3.534 -0.216 -0.211
H8 -3.204 2.332 -0.398
H9 -1.066 1.071 -1.173
H10 0.782 -0.080 1.217
H11 -1.633 -0.296 -0.185
H12 -1.076 1.272 0.592
H13 1.791 -1.383 1.474
H14 1.244 -2.626 -0.285

***

C22H24Cl3IN5OPb as an isolated structure. Source: the Open Molecules 2025 dataset; level of theory: ωB97M-V with the def2-TZVPD basis set.

HOMO level: -15.269 eV
spin multiplicity: 1
strongest force on any atom: 0.1 eV/Å
E_LUMO: -9.91 eV
energy relative to the best compared isomer or geometry (same formula, charge and spin): 0.0 kcal per mole
total charge: +3

Geometry (Å):
Pb1 0.839 -0.582 -1.251
I1 5.176 0.280 3.584
Cl1 -7.571 1.825 6.130
Cl2 -9.691 -1.440 2.359
Cl3 -12.593 0.175 6.486
O1 -7.656 0.194 3.694
N1 0.602 1.962 -1.600
N2 2.127 -1.198 0.957
N3 1.152 -0.019 -3.744
N4 2.580 -2.113 -2.241
N5 2.970 0.524 -1.428
C1 -11.060 -0.578 4.467
C2 -9.896 -0.588 3.783
C3 0.278 2.185 -3.027
C4 2.436 -2.132 -3.715
C5 1.216 1.441 -3.960
C6 1.817 -2.400 1.456
C7 3.911 -1.713 -1.756
C8 -8.694 0.189 4.283
C9 3.415 -2.175 3.212
C10 3.060 -0.473 1.579
C11 3.072 1.855 -1.319
C12 -8.890 0.962 5.573
C13 -11.142 0.175 5.671
C14 1.804 2.656 -1.123
C15 2.438 -2.925 2.575
C16 4.300 2.492 -1.357
C17 4.071 -0.217 -1.621
C18 3.731 -0.920 2.707
C19 5.446 1.730 -1.521
C20 -10.075 0.939 6.220
C21 5.328 0.357 -1.670
C22 2.316 -0.736 -4.303
H1 4.699 -2.098 -2.409
H2 1.683 2.853 -0.055
H3 3.921 -2.561 4.087
H4 2.400 -3.053 -1.902
H5 0.969 1.702 -4.993
H6 3.209 -0.151 -4.080
H7 -0.749 1.848 -3.186
H8 0.316 -0.370 -4.206
H9 2.160 -3.903 2.942
H10 -0.187 2.285 -1.050
H11 -11.927 -1.125 4.124
H12 1.542 -2.713 -3.949
H13 1.040 -2.958 0.943
H14 6.200 -0.263 -1.831
H15 1.922 3.629 -1.609
H16 4.061 -2.164 -0.773
H17 0.308 3.251 -3.268
H18 3.284 -2.644 -4.178
H19 6.418 2.203 -1.554
H20 3.288 0.501 1.163
H21 2.255 -0.813 -5.391
H22 2.246 1.759 -3.797
H23 -10.232 1.485 7.140
H24 4.354 3.569 -1.269

***

C22H27BaBr2N5OS as an isolated structure. Source: the Open Molecules 2025 dataset; level of theory: ωB97M-V with the def2-TZVPD basis set.

HOMO level: -7.335 eV
spin multiplicity: 1
strongest force on any atom: 2.5 eV/Å
E_LUMO: -0.15 eV
energy relative to the best compared isomer or geometry (same formula, charge and spin): 9.0 kcal per mole
total charge: 0

Geometry (Å):
Ba1 0.051 0.258 -0.275
Br1 3.733 1.121 -3.905
Br2 4.818 -4.356 -4.398
S1 -2.314 1.486 -2.742
O1 1.694 0.119 -1.813
N1 -2.241 -1.378 -0.752
N2 1.125 -2.447 -1.071
N3 1.859 -0.578 1.803
N4 -1.093 -1.055 1.977
N5 -0.982 6.647 4.898
C1 1.117 -0.720 3.068
C2 -0.843 5.801 4.131
C3 -2.208 -1.956 1.659
C4 3.818 -2.978 -3.586
C5 0.869 -3.686 -0.739
C6 -1.383 2.689 2.141
C7 0.443 4.740 2.319
C8 2.497 -4.596 -2.213
C9 -3.507 2.490 -1.850
C10 -0.289 2.622 1.257
C11 0.603 3.708 1.404
C12 -0.668 4.732 3.163
C13 3.336 -0.624 -3.346
C14 2.369 -0.835 -2.390
C15 2.817 -3.278 -2.613
C16 1.527 -4.806 -1.283
C17 -1.073 2.715 -3.183
C18 2.104 -2.218 -2.021
C19 -1.595 3.703 3.074
C20 -0.102 -1.625 2.900
C21 4.060 -1.690 -3.936
C22 -3.049 -1.480 0.471
H1 -4.211 2.986 -2.517
H2 2.288 -1.460 1.541
H3 -0.541 -1.835 3.884
H4 4.814 -1.459 -4.676
H5 -1.787 -2.935 1.411
H6 -1.349 3.277 -4.073
H7 0.794 0.274 3.387
H8 0.227 -2.586 2.491
H9 -0.135 2.192 -3.375
H10 -2.995 3.236 -1.242
H11 0.098 -3.838 0.014
H12 1.257 -5.802 -0.958
H13 -1.900 -2.294 -1.028
H14 -2.168 1.924 2.106
H15 3.033 -5.423 -2.658
H16 -4.067 1.841 -1.176
H17 -2.869 -2.110 2.521
H18 1.734 -1.146 3.865
H19 1.159 5.551 2.389
H20 -0.915 3.400 -2.349
H21 -2.779 -1.024 -1.534
H22 2.610 0.096 1.895
H23 -1.455 -0.193 2.387
H24 -3.884 -2.179 0.359
H25 1.488 3.774 0.771
H26 -2.461 3.705 3.726
H27 -3.475 -0.498 0.693